{"formula": "C17H31Cl3O2P2Tc", "method": "the ωB97M-V functional and the def2-TZVPD basis", "species": ["P", "P", "C", "C", "H", "H", "H", "H", "C", "H", "H", "H", "C", "H", "H", "H", "C", "H", "H", "H", "C", "H", "H", "H", "Tc", "C", "C", "C", "C", "C", "C", "C", "C", "C", "H", "H", "H", "H", "H", "H", "H", "H", "H", "H", "H", "H", "H", "H", "H", "Cl", "C", "Cl", "Cl", "C", "O", "O"], "xyz": [[-2.01, 0.99, 1.54], [-1.45, -1.10, -1.82], [-3.10, 0.57, 0.04], [-2.88, -0.78, -0.69], [-3.06, 1.42, -0.65], [-4.10, 0.56, 0.49], [-2.92, -1.63, 0.02], [-3.73, -0.91, -1.38], [-1.60, 0.02, -3.23], [-0.67, -0.04, -3.81], [-1.79, 1.06, -2.94], [-2.44, -0.36, -3.83], [-1.86, -2.75, -2.45], [-2.71, -2.66, -3.15], [-2.12, -3.42, -1.62], [-0.99, -3.15, -2.98], [-2.84, 2.56, 1.99], [-2.30, 3.00, 2.84], [-3.87, 2.32, 2.29], [-2.84, 3.25, 1.13], [-2.81, -0.15, 2.74], [-2.83, -1.19, 2.39], [-3.84, 0.21, 2.89], [-2.25, -0.07, 3.68], [2.40, 0.42, 0.50], [0.22, -1.33, -1.34], [0.91, 0.09, -1.22], [0.00, 1.23, -0.85], [0.33, 2.04, 0.42], [0.54, 1.24, 1.71], [0.72, -0.18, 1.82], [-0.18, -1.21, 1.15], [0.39, -2.06, 0.00], [3.56, 0.88, 2.16], [0.66, -1.93, -2.17], [1.37, 0.32, -2.22], [-1.04, 0.91, -0.76], [-0.07, 1.94, -1.69], [1.21, 2.68, 0.20], [-0.50, 2.77, 0.57], [0.79, 1.87, 2.56], [1.04, -0.51, 2.83], [-1.05, -0.70, 0.70], [-0.61, -1.89, 1.91], [1.45, -2.26, 0.18], [-0.14, -3.02, -0.01], [4.30, 0.11, 2.41], [2.99, 1.06, 3.08], [4.18, 1.78, 2.01], [6.94, 0.44, -0.09], [5.93, -0.38, -1.30], [6.10, 0.40, -2.89], [6.32, -2.12, -1.38], [4.48, -0.19, -0.78], [3.93, 0.97, -0.89], [3.84, -1.08, -0.12]], "mulliken_charge": [1.004, 1.063, -1.256, -0.878, 0.356, 0.702, 0.381, 0.629, -1.390, 0.428, 0.386, 0.472, -1.366, 0.510, 0.452, 0.441, -1.359, 0.399, 0.479, 0.448, -1.452, 0.392, 0.474, 0.416, 0.146, -0.290, -0.571, 0.795, -1.759, -0.158, 0.043, 0.919, -1.383, -1.280, 0.817, 0.518, -1.112, 0.662, 0.580, 0.646, 0.341, 0.477, -1.897, 0.873, 0.456, 0.416, 0.369, 0.373, 0.420, -0.068, 0.711, -0.072, -0.077, 0.516, -0.564, -0.579], "spin_multiplicity": 4, "orbital_gap_ha": [0.193, 0.213], "lumo_ev": [-9.1, -8.6], "largest_force_ev_per_a": 4.0, "total_charge": 2, "de_lowest_ev": 0.000, "s2": 3.843, "e_tot_ev": -80549.9649}